No. 1
The following is a DFT calculation (ωB97M-V/def2-TZVPD) of an isolated ion of composition C7H15IN and charge -1.

Geometry (Å):
C (3.58, 0.33, 0.67)
C (2.84, -0.07, -0.61)
C (1.34, 0.22, -0.56)
C (0.54, -0.76, 0.34)
N (-0.81, -0.44, 0.62)
C (-1.60, -0.50, -0.55)
C (-3.09, -0.36, -0.20)
C (-3.28, 0.96, 0.52)
I (-5.08, 1.06, 1.71)
H (4.52, -0.21, 0.80)
H (2.96, 0.15, 1.55)
H (3.81, 1.40, 0.66)
H (2.97, -1.15, -0.80)
H (3.30, 0.44, -1.46)
H (1.16, 1.24, -0.19)
H (0.93, 0.19, -1.58)
H (1.08, -0.88, 1.28)
H (0.65, -1.76, -0.19)
H (-1.38, 0.27, -1.34)
H (-1.49, -1.47, -1.12)
H (-3.37, -1.18, 0.46)
H (-3.71, -0.41, -1.09)
H (-2.46, 1.10, 1.22)
H (-3.39, 1.81, -0.15)

Properties
HOMO-LUMO gap	0.1722	Eh
2S+1	1
total charge	-1
LUMO level	2.876	eV

***

No. 2
The following is a DFT calculation (ωB97M-V/def2-TZVPD) of one molecule with the formula C18H22N2O2S at a distorted geometry.

Geometry (Å):
O (-1.60, 0.40, -3.12)
O (-2.94, 3.54, -1.23)
S (-0.89, 0.33, 2.62)
C (-1.37, 0.49, -1.92)
C (-2.36, 2.72, -1.82)
C (-1.62, 1.49, 0.20)
C (-0.99, 0.27, 0.90)
C (-1.87, 1.53, -1.14)
C (-0.62, -0.73, 0.09)
C (1.70, -0.05, 2.72)
C (0.36, -1.48, 4.04)
C (2.86, -0.74, 3.01)
C (1.60, -2.25, 4.29)
C (0.46, -0.47, 3.20)
C (2.87, -1.88, 3.82)
N (-0.65, -0.54, -1.27)
N (-1.95, 3.05, -3.07)
C (4.41, -2.20, 5.77)
C (5.40, -2.42, 3.63)
C (-0.87, 4.84, -4.07)
C (-3.01, 3.95, -4.98)
C (4.08, -2.64, 4.37)
C (-2.23, 4.33, -3.74)
H (-1.75, 2.38, 0.76)
H (-0.28, -1.78, 0.39)
H (1.89, 0.77, 2.07)
H (-0.56, -1.78, 4.47)
H (3.78, -0.47, 2.54)
H (1.48, -3.08, 4.97)
H (-0.34, -1.31, -1.87)
H (-1.61, 2.28, -3.64)
H (5.39, -2.50, 5.95)
H (4.44, -1.07, 5.79)
H (3.63, -2.49, 6.52)
H (6.24, -2.90, 4.14)
H (5.65, -1.32, 3.56)
H (5.21, -2.75, 2.69)
H (-0.09, 4.09, -4.21)
H (-0.61, 5.53, -3.22)
H (-0.86, 5.63, -4.91)
H (-2.43, 3.21, -5.58)
H (-3.89, 3.45, -4.68)
H (-3.26, 4.88, -5.51)
H (3.76, -3.65, 4.43)
H (-2.73, 5.12, -3.14)

Properties
SMILES	CC(C)NC(=O)c1cc(Sc2ccc(C(C)C)cc2)c[nH]c1=O
energy relative to the best compared isomer or geometry (same formula, charge and spin)	67.6	kcal per mole
HOMO-LUMO gap	0.2939	Eh
2S+1	1
LUMO level	-0.051	eV

***

No. 3
The following is a DFT calculation (ωB97M-V/def2-TZVPD) of a 2-piece molecular cluster, C3H5ClFNO overall at a distorted geometry.

Geometry (Å):
C (1.67, 1.19, -0.29)
C (0.51, -1.07, 0.26)
C (-2.01, -0.25, 0.47)
N (0.89, 0.02, -0.56)
O (2.35, 1.31, 0.72)
F (-2.80, -1.21, -0.08)
Cl (-1.95, 1.16, -0.48)
H (1.81, 1.70, -1.16)
H (0.67, -0.87, 1.32)
H (0.51, -2.03, -0.14)
H (-2.24, -0.05, 1.48)
H (0.58, 0.10, -1.54)

Properties
energy relative to the best compared isomer or geometry (same formula, charge and spin)	46.0	kcal per mole
HOMO-LUMO gap (spin up / spin down)	0.3158 / 0.2904	Eh
2S+1	1
LUMO level (spin up / spin down)	-0.043 / -0.081	eV

***

No. 4
The following is a DFT calculation (ωB97M-V/def2-TZVPD) of one molecule with the formula C5H7N3 at a distorted geometry.

Geometry (Å):
C (-2.40, 0.55, 0.09)
C (0.04, -0.67, -0.01)
C (0.51, 0.69, -0.13)
C (1.91, 0.76, 0.06)
C (2.34, -0.50, 0.10)
H (-2.13, 1.02, 1.10)
H (-3.41, 0.69, -0.19)
H (-1.88, 1.05, -0.69)
H (-0.27, 1.49, -0.47)
H (2.40, 1.84, 0.03)
H (3.39, -0.87, 0.30)
H (1.61, -2.33, -0.17)
N (-2.25, -0.92, 0.03)
N (-1.08, -1.45, 0.00)
N (1.23, -1.37, -0.05)

Properties
SMILES	C/N=N\c1ccc[nH]1
energy relative to the best compared isomer or geometry (same formula, charge and spin)	93.4	kcal per mole
HOMO-LUMO gap	0.3158	Eh
2S+1	1
LUMO level	0.097	eV

***

No. 5
The following is a DFT calculation (ωB97M-V/def2-TZVPD) of a 2-piece molecular cluster, C2F2I2 overall.

Geometry (Å):
C (0.01, -0.42, 0.06)
C (0.21, 0.65, 0.54)
F (-0.51, -1.35, -0.67)
F (0.72, 1.62, 1.22)
I (-2.67, -2.83, -4.04)
I (-1.39, -1.73, -6.10)

Properties
SMILES	FC#CF.II
energy relative to the best compared isomer or geometry (same formula, charge and spin)	45.8	kcal per mole
HOMO-LUMO gap	0.2834	Eh
2S+1	1
LUMO level	-1.747	eV

***

No. 6
The following is a DFT calculation (ωB97M-V/def2-TZVPD) of C36H38BrN4S5Ti as an isolated structure at a distorted geometry.

Geometry (Å):
Ti (-0.45, 0.75, -0.19)
C (-3.32, 1.59, -0.86)
C (-3.58, 0.27, -0.17)
N (-2.36, -0.60, -0.29)
C (-2.44, -1.57, -1.43)
C (-1.11, -1.58, -2.23)
N (-0.34, -0.31, -2.22)
C (-0.69, 0.65, -3.30)
C (-2.00, 1.33, -2.94)
N (-2.00, 1.67, -1.49)
H (-4.10, 1.73, -1.62)
H (-3.52, 2.46, -0.17)
H (-3.78, 0.49, 0.89)
H (-4.45, -0.29, -0.57)
H (-2.33, -1.16, 0.55)
H (-2.54, -2.60, -1.11)
H (-3.28, -1.36, -2.15)
H (-0.46, -2.38, -1.87)
H (-1.36, -1.87, -3.26)
H (0.68, -0.50, -2.27)
H (0.11, 1.37, -3.48)
H (-0.83, 0.12, -4.25)
H (-2.09, 2.21, -3.63)
H (-2.81, 0.62, -3.18)
H (-1.63, 2.63, -1.43)
Br (-1.37, -1.96, 2.68)
C (-2.11, -0.28, 3.35)
C (-2.68, -0.49, 4.59)
C (-3.28, 0.54, 5.34)
C (-3.10, 1.82, 4.92)
C (-2.40, 2.11, 3.71)
C (-2.20, 3.46, 3.45)
C (-1.59, 3.82, 2.25)
C (-1.10, 2.82, 1.39)
C (-1.21, 1.45, 1.63)
C (-1.89, 1.07, 2.86)
H (-2.64, -1.49, 5.00)
H (-3.77, 0.40, 6.29)
H (-3.52, 2.69, 5.43)
H (-2.63, 4.22, 4.12)
H (-1.58, 4.85, 1.90)
H (-0.48, 3.18, 0.55)
C (-3.18, -6.75, -0.65)
S (-2.20, -6.65, -2.13)
C (-0.65, -7.14, -1.63)
C (0.18, -6.36, -0.69)
S (-0.29, -5.05, 0.25)
S (1.83, -7.00, -0.70)
C (1.64, -8.56, -1.48)
S (2.82, -9.69, -1.42)
S (0.04, -8.60, -2.24)
H (-4.21, -6.48, -0.94)
H (-2.73, -6.11, 0.11)
H (-3.20, -7.81, -0.30)
C (5.61, 3.75, 2.21)
C (4.39, 3.73, 2.98)
C (3.19, 3.34, 2.43)
C (3.16, 2.74, 1.10)
C (4.37, 2.72, 0.38)
C (5.58, 3.22, 0.89)
C (1.94, 2.04, 0.76)
C (1.36, 1.72, -0.46)
C (2.05, 1.97, -1.73)
C (1.93, 3.22, -2.33)
C (2.65, 3.56, -3.49)
C (3.34, 2.59, -4.18)
C (3.43, 1.30, -3.65)
C (2.91, 1.03, -2.39)
H (6.48, 4.26, 2.61)
H (4.43, 4.08, 4.02)
H (2.26, 3.31, 3.05)
H (4.48, 2.24, -0.57)
H (6.49, 3.15, 0.32)
H (1.40, 1.72, 1.68)
H (1.23, 3.98, -1.96)
H (2.75, 4.57, -3.90)
H (3.87, 2.86, -5.11)
H (4.04, 0.56, -4.15)
H (3.16, 0.07, -1.93)
C (2.24, -2.55, 1.64)
C (1.39, -1.62, 0.91)
N (0.72, -0.80, 0.42)
H (2.36, -3.45, 1.04)
H (1.76, -2.89, 2.59)
H (3.21, -2.08, 1.83)

Properties
energy relative to the best compared isomer or geometry (same formula, charge and spin)	0.0	kcal per mole
HOMO-LUMO gap (spin up / spin down)	0.1746 / 0.2185	Eh
2S+1	3
expectation value of S²	2.037
total charge	-1
LUMO level (spin up / spin down)	1.891 / 1.861	eV

***

No. 7
The following is a DFT calculation (ωB97M-V/def2-TZVPD) of C20H45F6N3O7Zn as an isolated structure at a distorted geometry.

Geometry (Å):
Zn (-21.34, -13.67, 1.96)
C (-22.92, -12.01, 4.34)
O (-23.46, -11.09, 3.36)
O (-22.27, -12.97, 3.73)
C (-22.00, -11.20, 5.26)
F (-21.26, -11.98, 6.04)
F (-21.18, -10.41, 4.53)
F (-22.69, -10.37, 6.08)
C (-24.50, -10.19, 3.73)
C (-24.33, -8.94, 2.91)
H (-24.41, -9.22, 1.86)
H (-25.03, -8.16, 3.22)
H (-23.34, -8.48, 3.04)
H (-24.59, -10.00, 4.80)
H (-25.46, -10.68, 3.49)
H (-23.78, -12.39, 4.93)
C (-19.88, -15.28, -0.44)
O (-18.49, -14.92, -0.37)
O (-20.58, -14.62, 0.42)
C (-20.31, -15.04, -1.89)
F (-21.62, -15.30, -2.05)
F (-20.09, -13.76, -2.29)
F (-19.65, -15.81, -2.77)
C (-17.55, -15.95, -0.33)
C (-16.18, -15.29, -0.46)
H (-16.05, -14.54, 0.32)
H (-15.32, -15.95, -0.36)
H (-16.13, -14.80, -1.43)
H (-17.68, -16.56, -1.24)
H (-17.56, -16.64, 0.52)
H (-19.90, -16.38, -0.31)
C (-17.54, -11.93, 2.75)
C (-18.73, -12.85, 2.49)
C (-18.94, -13.83, 3.64)
O (-20.01, -14.69, 3.31)
C (-20.02, -15.89, 4.06)
N (-19.93, -12.08, 2.13)
H (-17.46, -11.16, 1.99)
H (-16.59, -12.47, 2.73)
H (-17.66, -11.39, 3.70)
H (-18.42, -13.46, 1.63)
H (-19.17, -13.23, 4.54)
H (-17.99, -14.32, 3.85)
H (-21.02, -16.32, 4.08)
H (-19.70, -15.67, 5.08)
H (-19.33, -16.63, 3.65)
H (-19.75, -11.55, 1.29)
H (-20.27, -11.39, 2.80)
C (-24.22, -17.38, 2.84)
C (-23.26, -16.58, 1.97)
C (-23.54, -16.56, 0.48)
O (-23.69, -17.88, 0.03)
C (-23.63, -17.97, -1.37)
N (-23.20, -15.17, 2.45)
H (-24.47, -18.36, 2.45)
H (-25.17, -16.83, 2.80)
H (-23.87, -17.41, 3.87)
H (-22.21, -16.88, 2.12)
H (-22.75, -15.95, 0.03)
H (-24.52, -16.05, 0.37)
H (-22.73, -17.49, -1.76)
H (-24.54, -17.63, -1.87)
H (-23.50, -19.02, -1.65)
H (-23.13, -15.07, 3.45)
H (-24.06, -14.73, 2.16)
C (-25.05, -12.72, 0.64)
C (-23.70, -12.71, -0.05)
C (-23.84, -11.85, -1.31)
O (-22.57, -11.70, -1.95)
C (-22.53, -10.56, -2.77)
N (-22.60, -12.30, 0.82)
H (-25.78, -13.33, 0.08)
H (-25.50, -11.72, 0.62)
H (-25.02, -13.22, 1.60)
H (-23.51, -13.71, -0.45)
H (-24.20, -10.85, -1.02)
H (-24.48, -12.43, -1.99)
H (-23.37, -10.50, -3.47)
H (-21.68, -10.66, -3.45)
H (-22.38, -9.67, -2.15)
H (-22.00, -11.68, 0.27)
H (-22.94, -11.69, 1.58)

Properties
HOMO-LUMO gap	0.3342	Eh
2S+1	1
LUMO level	0.462	eV

***

No. 8
The following is a DFT calculation (ωB97M-V/def2-TZVPD) of one molecule with the formula C5H9NO at a distorted geometry.

Geometry (Å):
C (1.56, 0.92, 0.29)
C (1.14, -0.58, 0.29)
N (0.35, -1.07, 1.39)
C (-0.25, -1.28, 0.09)
C (-1.30, -0.58, -0.73)
C (-1.62, 0.84, -0.63)
O (-0.80, 0.37, -1.68)
H (1.10, 1.55, -0.47)
H (2.65, 1.01, 0.15)
H (1.37, 1.39, 1.27)
H (1.96, -1.21, -0.03)
H (-0.01, -0.38, 2.03)
H (-0.39, -2.36, -0.02)
H (-2.04, -1.24, -1.17)
H (-2.60, 1.20, -0.94)
H (-1.12, 1.41, 0.15)

Properties
SMILES	C[C@H]1N[C@H]1[C@H]1CO1
energy relative to the best compared isomer or geometry (same formula, charge and spin)	89.5	kcal per mole
HOMO-LUMO gap	0.3700	Eh
2S+1	1
LUMO level	1.084	eV

***

No. 9
The following is a DFT calculation (ωB97M-V/def2-TZVPD) of a 5-piece molecular cluster, C71H45F8N2O11PS overall at a distorted geometry.

Geometry (Å):
O (1.27, 2.28, 4.98)
P (2.04, 3.78, 4.78)
O (3.58, 3.68, 4.05)
S (2.35, 4.59, 6.55)
C (0.88, 5.01, 3.89)
C (0.94, 5.25, 2.33)
C (0.00, 6.29, 1.70)
C (-1.04, 7.16, 2.51)
N (-1.81, 8.12, 1.75)
C (-2.68, 8.80, 2.65)
C (-2.85, 8.55, 4.18)
C (-3.90, 9.41, 5.06)
C (-5.28, 9.71, 4.29)
O (-6.20, 8.64, 4.62)
C (-7.12, 8.35, 3.55)
C (-6.88, 6.78, 3.17)
F (-5.95, 6.73, 2.05)
F (-6.19, 6.16, 4.26)
C (-8.27, 6.08, 2.78)
F (-8.88, 6.94, 1.80)
F (-7.93, 4.83, 2.14)
C (-9.29, 5.88, 4.00)
F (-10.49, 6.60, 3.64)
F (-8.86, 6.43, 5.24)
C (-9.62, 4.32, 4.27)
F (-10.40, 3.83, 3.20)
F (-10.37, 4.29, 5.50)
N (-2.07, 7.58, 4.89)
C (-1.14, 6.90, 4.03)
C (-0.19, 5.84, 4.69)
H (1.04, 2.25, 5.94)
H (4.03, 4.55, 4.01)
H (1.66, 4.68, 1.64)
H (0.09, 6.43, 0.55)
H (-3.34, 9.63, 2.19)
H (-3.42, 10.34, 5.53)
H (-4.17, 8.72, 5.95)
H (-5.71, 10.68, 4.78)
H (-5.17, 9.95, 3.18)
H (-8.18, 8.50, 3.98)
H (-7.04, 9.04, 2.64)
H (-8.62, 3.79, 4.42)
H (-0.22, 5.63, 5.82)
C (2.36, 1.36, -4.61)
C (1.68, 0.14, -4.65)
C (0.40, 0.05, -4.11)
C (-0.20, 1.16, -3.52)
C (0.50, 2.37, -3.46)
C (1.77, 2.47, -4.02)
C (-0.10, 3.55, -2.79)
O (0.50, 4.61, -2.74)
C (-1.44, 3.42, -2.17)
C (-2.00, 4.50, -1.49)
C (-3.26, 4.39, -0.92)
C (-3.98, 3.20, -1.04)
C (-3.43, 2.12, -1.71)
C (-2.16, 2.22, -2.28)
C (-1.56, 1.05, -2.96)
O (-2.19, 0.01, -3.06)
H (3.35, 1.44, -5.04)
H (2.14, -0.72, -5.10)
H (-0.13, -0.90, -4.15)
H (2.31, 3.41, -3.98)
H (-1.45, 5.43, -1.39)
H (-3.69, 5.23, -0.38)
H (-4.97, 3.12, -0.60)
H (-3.99, 1.19, -1.80)
C (0.37, -6.10, 4.85)
C (1.26, -6.76, 4.01)
C (2.27, -6.04, 3.36)
C (2.37, -4.66, 3.55)
C (1.46, -4.00, 4.38)
C (0.46, -4.73, 5.04)
C (1.52, -2.53, 4.54)
O (0.73, -1.96, 5.27)
C (2.56, -1.77, 3.81)
C (2.60, -0.38, 3.91)
C (3.58, 0.34, 3.24)
C (4.53, -0.33, 2.47)
C (4.49, -1.71, 2.36)
C (3.50, -2.44, 3.02)
C (3.45, -3.91, 2.87)
O (4.28, -4.50, 2.19)
H (-0.41, -6.67, 5.36)
H (1.18, -7.83, 3.86)
H (2.96, -6.56, 2.71)
H (-0.24, -4.22, 5.69)
H (1.87, 0.14, 4.51)
H (3.60, 1.42, 3.32)
H (5.30, 0.24, 1.95)
H (5.23, -2.23, 1.75)
C (4.92, -4.49, -5.97)
C (5.83, -5.14, -6.81)
C (6.83, -4.42, -7.46)
C (6.92, -3.04, -7.28)
C (6.00, -2.38, -6.46)
C (5.01, -3.11, -5.80)
C (6.06, -0.91, -6.30)
O (5.26, -0.34, -5.58)
C (7.10, -0.15, -7.03)
C (7.13, 1.24, -6.93)
C (8.11, 1.96, -7.60)
C (9.07, 1.30, -8.37)
C (9.04, -0.09, -8.47)
C (8.04, -0.81, -7.81)
C (8.00, -2.29, -7.95)
O (8.83, -2.87, -8.62)
H (4.15, -5.05, -5.46)
H (5.75, -6.21, -6.96)
H (7.53, -4.94, -8.10)
H (4.30, -2.61, -5.15)
H (6.39, 1.77, -6.33)
H (8.13, 3.05, -7.53)
H (9.84, 1.86, -8.88)
H (9.78, -0.60, -9.07)
C (-3.59, -12.51, -0.84)
C (-3.02, -12.68, 0.42)
C (-2.25, -11.66, 0.98)
C (-2.04, -10.48, 0.27)
C (-2.59, -10.32, -1.00)
C (-3.38, -11.34, -1.55)
C (-2.34, -9.09, -1.79)
O (-2.82, -8.95, -2.90)
C (-1.48, -8.03, -1.20)
C (-1.18, -6.89, -1.95)
C (-0.39, -5.89, -1.41)
C (0.11, -6.02, -0.11)
C (-0.18, -7.16, 0.63)
C (-0.97, -8.17, 0.09)
C (-1.24, -9.39, 0.88)
O (-0.80, -9.51, 2.01)
H (-4.20, -13.30, -1.27)
H (-3.17, -13.60, 0.97)
H (-1.81, -11.79, 1.96)
H (-3.82, -11.22, -2.53)
H (-1.57, -6.79, -2.96)
H (-0.15, -5.01, -2.00)
H (0.72, -5.23, 0.31)
H (0.21, -7.25, 1.64)

Properties
SMILES	OP(O)(=S)c1ccc2ncc(CCOCC(F)(F)C(F)(F)C(F)(F)C(F)F)nc2c1.O=C1c2ccccc2C(=O)c2ccccc21.O=C1c2ccccc2C(=O)c2ccccc21.O=C1c2ccccc2C(=O)c2ccccc21.O=C1c2ccccc2C(=O)c2ccccc21
energy relative to the best compared isomer or geometry (same formula, charge and spin)	0.0	kcal per mole
HOMO-LUMO gap	0.2683	Eh
2S+1	1
LUMO level	-1.403	eV

***

no.,DFT total energy (Ha)
1,-628.13688
2,-1357.22136
3,-807.23450
4,-358.86949
5,-871.19760
6,-7028.00588
7,-3858.53922
8,-325.79491
9,-5208.10521